{
  "formula": "C24H54N3O",
  "method": "ωB97M-V with the def2-TZVPD basis set",
  "lumo_energy_ev": -3.2,
  "homo_energy_ev": -9.98,
  "largest_force_ev_per_a": 0.90,
  "total_energy_ha": -1186.08314,
  "charge": 1,
  "species": ["C", "C", "C", "C", "N", "C", "C", "C", "C", "O", "C", "C", "C", "C", "H", "H", "H", "H", "H", "H", "H", "H", "H", "H", "H", "H", "H", "H", "H", "H", "H", "H", "H", "H", "H", "H", "H", "H", "C", "C", "N", "C", "C", "C", "C", "H", "H", "H", "H", "H", "H", "H", "H", "H", "H", "H", "H", "H", "H", "H", "C", "C", "N", "C", "C", "C", "C", "H", "H", "H", "H", "H", "H", "H", "H", "H", "H", "H", "H", "H", "H", "H"],
  "xyz": [[-0.10, -1.76, -0.83], [-0.98, -2.50, -1.85], [-1.53, -1.57, -2.96], [-2.98, -1.15, -2.75], [-3.11, 0.00, -1.84], [-2.87, 1.24, -2.11], [-2.53, 1.75, -3.46], [-1.02, 1.84, -3.81], [-0.10, 2.17, -2.65], [-0.63, 3.28, -1.97], [0.12, 3.64, -0.82], [-3.05, 2.06, -0.87], [-4.00, 1.20, -0.04], [-3.57, -0.21, -0.46], [0.46, -0.96, -1.31], [0.63, -2.45, -0.42], [-0.69, -1.38, 0.00], [-1.80, -2.98, -1.33], [-0.36, -3.25, -2.34], [-1.44, -2.03, -3.94], [-0.92, -0.67, -2.97], [-3.54, -1.97, -2.30], [-3.48, -0.91, -3.69], [-2.98, 2.73, -3.57], [-2.99, 1.08, -4.19], [-0.68, 0.92, -4.28], [-0.92, 2.63, -4.55], [0.89, 2.40, -3.06], [0.04, 1.31, -1.98], [0.54, 2.75, -0.32], [0.95, 4.29, -1.09], [-0.55, 4.13, -0.13], [-3.32, 3.09, -1.06], [-2.07, 2.01, -0.39], [-3.85, 1.34, 1.02], [-5.06, 1.38, -0.24], [-4.41, -0.89, -0.46], [-2.77, -0.60, 0.17], [7.10, -1.65, -3.13], [6.06, -0.93, -2.29], [4.74, -1.50, -2.41], [3.69, -0.65, -1.89], [3.68, -0.34, -0.39], [4.63, -2.91, -2.10], [5.10, -3.39, -0.72], [6.77, -1.73, -4.17], [8.04, -1.10, -3.11], [7.31, -2.65, -2.76], [6.00, 0.11, -2.62], [6.42, -0.89, -1.24], [2.72, -1.09, -2.17], [3.73, 0.30, -2.43], [3.38, -1.21, 0.21], [2.95, 0.45, -0.18], [4.65, 0.00, -0.04], [5.19, -3.47, -2.86], [3.59, -3.21, -2.25], [6.09, -3.00, -0.48], [5.16, -4.48, -0.71], [4.42, -3.10, 0.07], [-3.23, 0.59, 7.06], [-2.82, 1.34, 5.80], [-1.53, 0.91, 5.29], [-0.96, 1.80, 4.31], [-1.71, 1.97, 2.98], [-1.40, -0.51, 5.01], [-2.40, -1.15, 4.03], [-2.45, 0.63, 7.81], [-4.13, 1.05, 7.48], [-3.46, -0.46, 6.86], [-2.73, 2.40, 6.04], [-3.62, 1.25, 5.06], [0.06, 1.48, 4.10], [-0.87, 2.79, 4.78], [-1.62, 1.08, 2.36], [-1.28, 2.81, 2.42], [-2.77, 2.19, 3.14], [-1.48, -1.05, 5.96], [-0.39, -0.70, 4.66], [-3.43, -0.88, 4.27], [-2.33, -2.23, 4.09], [-2.21, -0.86, 3.00]]
}